Formula: C3H5ClOS
Source: the Open Molecules 2025 dataset
Level of theory: the ωB97M-V functional and the def2-TZVPD basis

Last column: Löwdin charge in e.
CARTESIAN COORDINATES (ANGSTROEM)
Cl -2.31053 0.23180 -0.36545  0.5707
S 1.29762 -1.39227 -0.20192  0.7567
O 0.76844 1.07396 0.33274  -0.1550
C -1.07322 -0.31082 0.79199  -0.5847
C 0.33986 -0.16922 0.25787  -0.9303
C 2.01607 1.47179 -0.21925  -0.0881
H -1.03603 0.39441 1.64278  0.0872
H 2.85412 0.88486 0.22978  0.0887
H 2.04095 1.36723 -1.28072  0.0842
H 2.11889 2.49406 0.07357  0.0853
H -1.30458 -1.34708 1.13243  0.0854

- Spin multiplicity: 1
- Relative energy (zero: lowest compared OMol25 entry of this formula, charge and spin): 13.9 kcal per mole
- HOMO energy: -9.0 eV
- Structure (SMILES): COC(=S)CCl

Formula: C4H12NO3
Source: the Open Molecules 2025 dataset
Level of theory: the ωB97M-V functional and the def2-TZVPD basis

Last column: Löwdin charge in e.
CARTESIAN COORDINATES (ANGSTROEM)
O 2.20550 1.52789 0.28545  -0.0453
O -2.37698 -1.10354 0.99025  0.1213
O 0.23454 -1.41345 -2.08727  -0.0340
N 0.24572 -1.07913 0.82196  0.2166
C -1.91856 -0.00215 0.98648  -0.1852
C -0.42517 0.26514 0.90542  -0.2297
C -0.03857 1.13355 -0.28378  -0.1232
C 1.40628 1.00210 -0.74995  -0.2576
H -0.25273 2.17918 -0.10052  0.1398
H 0.00853 0.65510 1.82617  0.1690
H 1.48284 1.49750 -1.71238  0.1349
H 1.26184 -1.00053 0.86352  0.1667
H -0.67152 0.79094 -1.10613  0.1197
H -0.03506 -1.67621 1.60203  0.1759
H -2.47088 0.95467 0.94875  0.1522
H 1.67504 -0.04188 -0.88449  0.0841
H 2.99717 2.03165 0.07698  0.1084
H 0.83672 -2.10485 -2.37863  0.0739
H -0.03370 -1.62482 -0.00056  0.1376
H -0.20872 -1.05838 -2.86281  0.0747

- Spin multiplicity: 1
- Relative energy (zero: lowest compared OMol25 entry of this formula, charge and spin): 31.3 kcal per mole
- HOMO energy: -14.4 eV
- Net charge: +1

Formula: C3H8N2O
Source: the Open Molecules 2025 dataset
Level of theory: the ωB97M-V functional and the def2-TZVPD basis

Last column: Löwdin charge in e.
CARTESIAN COORDINATES (ANGSTROEM)
O -1.99722 0.58259 -0.63411  -0.1407
N 0.08365 1.35796 0.23414  0.1028
N 2.01367 -0.02159 -0.35653  0.0750
C 0.73095 0.24136 0.00535  -0.5288
C -0.15344 -0.95451 -0.14630  -0.1054
C -1.62338 -0.41020 0.23526  -0.3063
H 0.65185 2.18443 0.23127  0.0744
H 0.31412 -1.33581 -1.25937  0.1856
H -1.45629 0.07883 1.20070  0.0984
H 0.15400 -1.73872 0.61972  0.1159
H 2.80601 0.71012 -0.38592  0.1392
H -2.50532 -1.09201 0.31405  0.1232
H -1.23018 1.23161 -0.41711  0.0163
H 2.21159 -0.83407 0.35885  0.1504

- Spin multiplicity: 1
- Relative energy (zero: lowest compared OMol25 entry of this formula, charge and spin): 69.7 kcal per mole
- HOMO energy: -9.1 eV
- Structure (SMILES): [H]/N=C(\N)CCO

Formula: C3H7N7O4
Source: the Open Molecules 2025 dataset
Level of theory: the ωB97M-V functional and the def2-TZVPD basis

Last column: Löwdin charge in e.
CARTESIAN COORDINATES (ANGSTROEM)
O 0.66556 -3.15725 -0.78543  0.0526
O 0.18895 2.49943 -2.20928  0.0692
O -1.36884 -3.77020 -0.63374  0.1065
O -0.45741 2.18220 -0.12903  -0.0677
N -0.48682 -2.99734 -0.47564  -0.4828
N 1.36974 0.99018 -0.96362  0.1504
N -0.68729 -1.87018 0.23133  0.1542
N -2.51812 -0.37512 0.71070  0.0279
N 2.33396 -0.73032 0.23849  0.1618
N -2.82748 0.91605 0.58103  0.0281
N 1.01642 0.72289 1.33716  0.1655
C -1.64568 -1.13314 0.37496  -0.1328
C 1.63989 0.42391 0.22304  -0.4965
C 0.39719 1.88237 -1.01909  -0.5879
H 0.80104 2.09837 -2.94376  0.1686
H -2.13341 1.64910 0.14928  0.1207
H -3.43064 1.04054 1.34824  0.0712
H 1.52205 0.57147 2.18581  0.1077
H 2.74599 -1.16973 -0.58545  0.1163
H 2.61596 -1.28491 1.05442  0.1250
H 0.25894 1.51167 1.31058  0.1420

- Spin multiplicity: 1
- HOMO energy: -8.8 eV
- Structure (SMILES): NN=C=N[N+](=O)[O-].NC(N)=NC(=O)O

Formula: C26H21Cl3N7O2RbSSi
Source: the Open Molecules 2025 dataset
Level of theory: the ωB97M-V functional and the def2-TZVPD basis

Last column: Löwdin charge in e.
CARTESIAN COORDINATES (ANGSTROEM)
Rb 0.37570 0.87727 0.31203  0.6197
Cl 4.77112 -0.45338 2.28590  0.0299
Cl 0.49215 -5.07377 2.38730  0.4973
Cl 2.02200 -2.53912 2.93451  0.5072
S -0.15082 2.67863 -2.88015  0.3888
Si 3.04901 -1.41156 1.41749  0.3298
O -0.41603 2.70026 2.29750  -0.1607
O -2.20213 2.59622 3.69026  -0.0387
N 0.23108 -2.51748 -1.54081  0.1073
N 0.47802 0.37095 3.18812  0.0690
N -2.03090 -1.62045 0.16442  -0.0220
N -2.23742 -0.39772 0.67629  -0.0375
N -2.72622 2.50788 -3.54257  0.0177
N -0.74298 -0.28934 -2.83076  0.0450
N -1.68322 0.50104 -3.40810  -0.0432
C -1.56980 1.78952 -3.23930  -0.9942
C -0.51555 -1.40551 -4.99689  -0.1723
C 3.10684 -3.68560 2.25563  -0.4196
C 2.46519 -1.40180 5.41731  -0.2251
C 0.95596 -3.41127 -0.86996  -0.1406
C 0.51876 -2.28480 -2.82749  -0.2179
C -2.99606 -0.58960 1.74637  -0.1626
C 1.54831 -2.96577 -3.47747  -0.0240
C 1.30978 -0.84137 5.76537  -0.0699
C -0.29768 -1.26830 -3.53197  -0.2137
C -0.40309 1.10150 4.00131  -0.1883
C -0.55793 0.77676 5.28283  -0.0292
C -1.05121 -2.75771 -6.93068  -0.1035
C 2.68042 -2.30553 4.31584  -0.4529
C 2.29759 -3.89109 -2.77222  -0.0709
C -0.85837 -2.63146 -5.56152  -0.0468
C 0.10396 -0.34464 5.98386  -0.1256
C 0.89922 -0.70842 3.12210  -0.1150
C 1.99986 -4.12565 -1.44041  -0.0697
C -2.62868 -2.58372 0.88623  -0.1320
C 0.58899 -3.35222 2.56964  -0.9030
C -0.36560 -0.29903 -5.83479  -0.0167
C -1.08811 2.25986 3.26165  -0.7086
C -0.89695 -1.65360 -7.75590  -0.1157
C -3.28304 -1.95668 1.92437  -0.0863
C -0.55119 -0.42653 -7.20194  -0.0858
H 3.36636 -1.11695 5.95377  0.0848
H 1.76019 -2.75030 -4.51589  0.1123
H -2.51978 -3.62458 0.63015  0.1106
H -2.68622 3.45000 -3.18970  0.0420
H 3.80198 -4.12543 2.95134  0.0148
H -0.98296 -3.49468 -4.91790  0.1151
H -0.52735 -0.84457 6.72258  0.0822
H -0.33809 -2.80622 2.61306  -0.0089
H 0.69304 -3.55566 0.17298  0.0455
H -3.57153 2.00711 -3.31038  0.0676
H 3.32384 -3.93143 1.22248  -0.0355
H -3.28069 0.25934 2.35099  0.1022
H -1.36431 -1.75187 -0.60041  0.0849
H -1.04236 -1.74753 -8.82562  0.0882
H -0.42889 0.44128 -7.83860  0.0966
H -1.33004 1.33383 5.80033  0.1076
H 2.55611 -4.83196 -0.83925  0.0967
H -1.32678 -3.71823 -7.34983  0.0910
H -0.09232 0.65584 -5.40253  0.1008
H 3.10808 -4.41986 -3.26005  0.1001
H -3.85613 -2.41845 2.70950  0.0818

- Spin multiplicity: 1
- Relative energy (zero: lowest compared OMol25 entry of this formula, charge and spin): 525.1 kcal per mole
- HOMO energy: -1.3 eV
- Net charge: -2

Formula: C6H9Br
Source: the Open Molecules 2025 dataset
Level of theory: the ωB97M-V functional and the def2-TZVPD basis

Last column: Löwdin charge in e.
CARTESIAN COORDINATES (ANGSTROEM)
Br -1.05235 -2.93491 -0.87367  0.6685
C 0.29065 -0.67717 -1.92554  -0.2420
C 0.30777 -0.07721 -2.95829  0.1776
C -1.38642 -0.12788 0.43859  -0.1468
C 0.00281 -0.58730 0.56615  -0.4817
C 1.02212 0.58082 0.62693  -0.0676
C 0.30262 -1.42804 -0.75897  -0.6247
H 0.51699 0.42698 -3.80221  0.0053
H 0.22310 -1.32734 1.26106  0.0951
H -1.85523 0.32382 1.43876  0.1292
H -1.32088 0.68785 -0.28398  0.0710
H 1.02992 1.06482 1.60177  0.0705
H 0.68578 1.37427 -0.16049  0.1051
H 2.03794 0.23627 0.27538  0.0922
H 1.26371 -2.07338 -0.55677  0.1352
H -2.05549 -0.96239 0.09457  0.0131

- Spin multiplicity: 1
- Relative energy (zero: lowest compared OMol25 entry of this formula, charge and spin): 45.7 kcal per mole
- HOMO energy: -10.0 eV
- Structure (SMILES): C#C[C@H](Br)C(C)C

Formula: C34H29As2N5OS5Ti
Source: the Open Molecules 2025 dataset
Level of theory: the ωB97M-V functional and the def2-TZVPD basis

Last column: Löwdin charge in e.
CARTESIAN COORDINATES (ANGSTROEM)
As -1.25400 1.88455 -0.25092  1.2724
As 0.38317 -0.87132 1.04450  1.3158
Ti 0.11033 0.91576 -2.20472  0.1297
S 2.22327 -0.05523 -2.79969  0.1600
S 3.57346 1.38802 -2.17274  -0.0049
S 2.88622 3.11700 -3.03962  -0.0175
S 0.99616 3.24102 -2.29078  0.1094
S -1.07563 -1.14569 -2.04470  0.6788
O -1.30835 1.50043 -3.29155  -0.2729
N -2.57990 1.00954 -6.56887  0.2151
N -0.27894 1.20142 -4.02983  -0.2242
N -0.51968 -3.62641 -1.45180  0.0604
N 0.96587 -2.55888 -2.95218  0.0319
N 1.80307 0.32244 -6.54980  0.2172
C -3.12200 -0.19394 0.68028  -0.1363
C -1.57660 0.99883 -6.01288  -0.1220
C 0.84654 0.59435 -5.97888  -0.1553
C 1.76783 0.02785 4.98389  -0.0824
C -0.08746 -2.57784 -2.14151  -0.7915
C 1.22777 0.85628 0.52530  -0.4892
C 1.98348 -3.17569 1.76499  -0.1203
C -4.01090 -0.77084 1.57547  -0.0746
C -0.35134 0.94272 -5.29168  -0.2244
C -2.06366 3.66122 -0.16961  -0.3607
C -3.68030 1.06090 3.09348  -0.0853
C 3.06365 -4.04014 1.74022  -0.0890
C -0.58161 -0.42546 5.14269  -0.0849
C -1.94174 6.06328 -0.10104  -0.0747
C 2.86873 -3.63935 -3.97542  -0.0226
C 4.14405 -3.78176 0.90909  -0.0925
C 1.97499 -2.02151 0.98155  -0.3936
C -3.32143 6.14375 -0.20050  -0.0798
C 0.61825 -0.09411 5.75103  -0.0897
C -2.79181 1.63859 2.20346  -0.1157
C 0.13772 -4.76408 -1.64053  -0.1228
C -2.50228 1.01039 0.99460  -0.3902
C 0.51932 -0.53893 2.99591  -0.3859
C -4.29037 -0.14530 2.78011  -0.0867
C 4.13490 -2.65378 0.10692  -0.0810
C -4.07701 4.98413 -0.30305  -0.0757
C -3.45064 3.75038 -0.29194  -0.1073
C 1.65802 -3.68485 -3.10168  -0.3223
C 1.24339 -4.85262 -2.46269  -0.0082
C -1.31163 4.82798 -0.09361  -0.1158
C 0.33708 2.03610 0.91095  -0.3991
C 3.06014 -1.77755 0.15169  -0.1244
C 1.71689 -0.19741 3.61862  -0.1071
C -0.62946 -0.64753 3.77400  -0.1197
H -3.80817 7.10932 -0.21180  0.1046
H -0.23073 4.77127 -0.04083  0.0717
H 1.33763 0.86247 -0.59104  -0.0888
H 0.66387 0.05712 6.82105  0.1012
H -4.98411 -0.59680 3.47579  0.1052
H -2.91001 -0.68232 -0.26251  0.0350
H 0.08083 2.00089 1.97488  0.0711
H 2.94180 -2.66285 -4.44583  0.0643
H -5.15229 5.04464 -0.40206  0.1062
H 2.82503 -4.41408 -4.74013  0.0852
H -4.03343 2.83788 -0.37480  0.1070
H 2.70763 0.28887 5.45207  0.1031
H 2.62605 -0.11879 3.03258  0.1033
H -0.26229 -5.62444 -1.11693  0.1098
H 2.23083 0.93898 0.95196  0.0837
H 4.96933 -2.44255 -0.54804  0.1056
H -1.48028 -0.52008 5.73809  0.1021
H 3.06449 -4.91790 2.37314  0.1016
H 3.75838 -3.81387 -3.36918  0.0850
H 1.77497 -5.78038 -2.60895  0.1107
H 1.13217 -3.39180 2.40426  0.1036
H 4.99670 -4.44658 0.89427  0.1001
H 0.84572 2.98185 0.69943  0.0553
H -1.56893 -0.91065 3.29956  0.0815
H -1.34890 6.96571 -0.03867  0.1070
H -4.48452 -1.71068 1.32808  0.1086
H -2.32357 2.59060 2.43326  0.1121
H 3.08784 -0.90091 -0.47874  0.0157
H -3.89356 1.54834 4.03461  0.1078

- Spin multiplicity: 1
- Relative energy (zero: lowest compared OMol25 entry of this formula, charge and spin): 10.9 kcal per mole
- HOMO energy: -7.7 eV

Computed F_max (eV/Å) in order:
1.79, 1.34, 4.08, 3.71, 3.52, 4.07, 2.62
Computed gap between HOMO and LUMO (eV) in order:
9.15, 11.11, 9.63, 9.10, 5.27, 10.57, 5.47